(1)
The molecule C4H7NO. Source: the Open Molecules 2025 dataset; level of theory: ωB97M-V/def2-TZVPD.

Calculated values
**HOMO**: -9.870 eV
**Relative energy (zero: lowest compared OMol25 entry of this formula, charge and spin)**: 37.8 kcal/mol
**Kohn-Sham gap**: 10.88 eV
**Molecular weight**: 85.106 g mol⁻¹
**Net charge**: 0
**SMILES string**: CC(=O)[C@H]1CN1

Each line ends with the Löwdin charge.
Cartesian coordinates (Å):
C  1.9481  -0.2011  0.4051  -0.013
C  0.5943  0.4472  0.2665  -0.417
O  0.3617  1.5842  0.6301  0.073
C  -0.4643  -0.3714  -0.4086  -0.260
C  -1.8629  -0.1867  0.0688  -0.133
N  -1.4539  0.3458  -1.2116  0.036
H  2.4037  -0.2586  -0.5922  0.095
H  1.8560  -1.2279  0.7750  0.086
H  2.5917  0.3865  1.0611  0.085
H  -0.1560  -1.3360  -0.8051  0.135
H  -2.0073  0.5079  0.8934  0.112
H  -2.5435  -1.0333  0.0291  0.103
H  -1.2677  1.3435  -1.1117  0.097

(2)
A cluster of 2 separate species, C4H6O2 in total at a distorted geometry. Source: the Open Molecules 2025 dataset; level of theory: ωB97M-V/def2-TZVPD.

Calculated values
**HOMO**: -9.935 eV
**Relative energy (zero: lowest compared OMol25 entry of this formula, charge and spin)**: 79.1 kcal/mol
**Kohn-Sham gap**: 10.90 eV
**Molecular weight**: 86.090 g mol⁻¹
**Net charge**: 0
**SMILES string**: CC(=O)O.C#C

Each line ends with the Löwdin charge.
Cartesian coordinates (Å):
C  2.4374  0.6278  -0.0341  -0.042
C  3.2094  -0.2627  0.0869  0.031
C  -0.9773  0.1672  -0.0141  -0.625
C  -2.4570  -0.1982  -0.0054  -0.021
H  2.1688  1.7686  -0.2465  0.127
H  3.8088  -1.1150  0.0486  0.025
H  0.8848  -0.5104  -0.2198  0.098
H  -3.0542  0.6819  0.4065  0.097
H  -2.8551  -0.8295  -0.9639  0.140
H  -2.3581  -0.7693  0.9599  0.084
O  -0.7043  1.3263  0.0107  0.070
O  -0.1032  -0.8866  -0.0287  0.016

> What is the formula in the second record?

C4H6O2